*A*
Density functional theory data (the ωB97M-V functional and the def2-TZVPD basis) for the molecule C3HF2NS.

* E_HOMO: -9.16 eV
* structure (SMILES): Fc1ncsc1F
* HOMO-LUMO gap: 9.75 eV

Cartesian coordinates (Å):
F: 1.3765 1.8165 0.0910
C: 0.5248 0.8326 -0.0606
N: -0.7938 1.0001 -0.0326
C: -1.4314 -0.1025 0.0578
S: -0.3981 -1.5388 0.0481
C: 0.9817 -0.5282 -0.0997
F: 2.1470 -1.1026 0.0126
H: -2.4067 -0.3771 -0.0166

*B*
Density functional theory data (the ωB97M-V functional and the def2-TZVPD basis) for the molecule C3HF2NS.

* E_HOMO: -10.35 eV
* structure (SMILES): N#CC(=S)C(F)F
* HOMO-LUMO gap: 7.97 eV

Cartesian coordinates (Å):
N: -2.5156 -1.1734 0.6440
C: -1.5330 -0.6670 0.1649
C: -0.4354 0.3293 -0.0400
S: -0.6716 1.9655 -0.0035
C: 1.0756 -0.0192 -0.2139
F: 1.8355 0.1289 1.1123
F: 0.7551 -1.4169 -0.5577
H: 1.4894 0.8529 -1.1061

Top of the stability list: *A*, leading by 2.684 eV.

*A*
Density functional theory data (the ωB97M-V functional and the def2-TZVPD basis) for a cluster of 2 separate species, C2H7N2OS in total.

* E_HOMO: -12.24 eV
* net charge: +1
* HOMO-LUMO gap: 7.94 eV

Cartesian coordinates (Å):
C: -1.9209 -1.3805 -1.1386
C: 2.2753 1.0605 1.6048
N: -2.7370 -2.3441 -1.2437
N: -1.2819 -0.4089 -1.2154
O: 0.2994 1.6359 -0.2042
S: 0.5317 1.5290 1.4914
H: 2.9483 1.9457 1.3986
H: 2.7926 0.2744 0.9356
H: 2.5248 0.7513 2.5891
H: -2.7787 -3.0235 -0.5435
H: -3.2547 -2.4989 -2.0993
H: -0.4044 0.1592 -1.1537
H: 1.0056 2.2997 -0.4211

*B*
Density functional theory data (the ωB97M-V functional and the def2-TZVPD basis) for the ion C2H7N2OS with charge +1.

* E_HOMO: -14.05 eV
* structure (SMILES): C/C(N)=[NH+]/SO
* net charge: +1
* HOMO-LUMO gap: 10.07 eV

Cartesian coordinates (Å):
C: 1.1170 0.8763 -0.6331
C: 0.3720 -0.1757 0.1464
N: 0.3509 -1.4057 -0.3638
N: -0.4299 0.0606 1.1306
S: -1.6217 -1.1924 1.9639
O: -3.0325 -0.3748 2.0178
H: 2.1162 0.9147 -0.1682
H: 0.7054 1.8543 -0.7314
H: 1.5632 0.6549 -1.7032
H: 0.9237 -1.8293 -1.2341
H: -0.3094 -2.0193 0.0680
H: -0.4945 1.0388 1.4296
H: -3.2713 0.0084 2.9011

Top of the stability list: *B*, leading by 0.847 eV.

*A*
Density functional theory data (the ωB97M-V functional and the def2-TZVPD basis) for the molecule C2H10O2Si2.

* E_HOMO: -10.28 eV
* structure (SMILES): C[SiH2]O[Si@@H](C)O
* HOMO-LUMO gap: 11.01 eV

Cartesian coordinates (Å):
C: -0.1519 -2.4121 -1.1344
Si: 0.0528 -0.6555 -1.7801
O: -0.3625 0.4801 -0.6173
Si: -0.5854 1.0008 0.8653
C: 1.1509 1.2783 1.6448
O: -1.6069 2.3302 1.1699
H: -0.7499 -3.1230 -1.7564
H: 0.6359 -3.1197 -0.8860
H: -0.8363 -2.2237 -0.2969
H: 1.3362 -0.3398 -2.3414
H: -0.8991 -0.4491 -2.9804
H: -1.2381 0.1021 1.6638
H: 1.1748 2.1940 2.2360
H: 1.3931 0.3455 2.2158
H: 1.7745 1.4196 0.7534
H: -1.0881 3.1723 1.2439

*B*
Density functional theory data (the ωB97M-V functional and the def2-TZVPD basis) for a cluster of 2 separate species, C2H10O2Si2 in total.

* E_HOMO: -8.32 eV
* structure (SMILES): C=[Si](C)O[SiH3].O
* HOMO-LUMO gap: 8.56 eV

Cartesian coordinates (Å):
C: 0.1449 -0.6360 2.0772
Si: 0.6260 -0.1518 0.4487
C: 1.5173 1.4127 -0.2415
O: 0.2264 -0.9247 -0.8937
Si: -0.2015 -1.7404 -2.2282
H: -0.6749 -1.4102 2.0304
H: 0.0931 0.1569 2.8920
H: 1.2076 1.5953 -1.2859
H: 1.0410 2.2384 0.1962
H: 2.5601 1.4904 -0.2192
H: -1.5625 -1.4270 -2.3475
H: 0.3715 -3.1742 -2.2586
H: 0.8192 -1.2621 -3.2991
O: -2.3123 1.5179 1.8943
H: -1.6221 1.7655 1.2184
H: -2.2340 0.5494 2.0164

Top of the stability list: *A*, leading by 3.749 eV.

*A*
Density functional theory data (the ωB97M-V functional and the def2-TZVPD basis) for the molecule C6H10S2.

* E_HOMO: -8.97 eV
* structure (SMILES): CC(C)CC(=S)C=S
* HOMO-LUMO gap: 6.97 eV

Cartesian coordinates (Å):
C: -0.0221 -1.4232 -0.8419
C: 0.7325 -0.7053 0.4115
C: 2.0225 -0.0344 0.0177
C: -0.2346 0.3026 1.0845
C: -0.8098 1.3266 0.1310
S: -0.2458 2.8642 -0.1531
C: -2.2248 1.0526 -0.3089
S: -3.1444 -0.2324 0.1728
H: 0.6674 -2.2637 -0.9959
H: 0.3670 -0.7245 -1.8775
H: -1.2952 -1.5909 -0.7896
H: 0.7527 -1.5288 1.2417
H: 2.4556 0.5183 0.9091
H: 2.6936 -0.7473 -0.3277
H: 1.7305 0.6245 -0.8834
H: 0.2662 0.9139 1.8718
H: -1.0666 -0.2606 1.3125
H: -2.6445 1.9081 -0.9744

*B*
Density functional theory data (the ωB97M-V functional and the def2-TZVPD basis) for the molecule C6H10S2.

* E_HOMO: -8.63 eV
* structure (SMILES): C[C@]12CCS[C@@H]1[C@H]2S
* HOMO-LUMO gap: 9.36 eV

Cartesian coordinates (Å):
C: 0.2464 1.2688 -1.1242
C: -0.3312 0.2493 -0.0469
C: 0.6827 0.2022 1.1071
C: 1.8014 -0.7373 0.6872
S: 1.2508 -1.5138 -0.9348
C: -0.3554 -1.2165 -0.4475
C: -1.6145 -0.2168 -0.6988
S: -3.3474 -0.7762 -0.0522
H: 0.1485 2.5245 -0.8267
H: -0.4298 1.0189 -2.1360
H: 1.3099 1.1983 -1.4478
H: 0.0821 0.1131 2.2785
H: 1.3171 1.1754 1.4559
H: 2.0270 -1.3804 1.4483
H: 2.7433 0.0421 0.6254
H: -0.8346 -1.6286 0.5086
H: -1.6926 0.6303 -1.5873
H: -3.0038 -0.9535 1.1913

Top of the stability list: *A*, leading by 3.583 eV.

*A*
Density functional theory data (the ωB97M-V functional and the def2-TZVPD basis) for a cluster of 2 separate species, C4H13N3O2 in total.

* E_HOMO (alpha / beta): -8.37 / -8.62 eV
* HOMO-LUMO gap (alpha / beta): 7.08 / 8.89 eV

Cartesian coordinates (Å):
C: -1.8452 -0.1545 1.3051
C: -2.1473 -1.2799 -0.7880
N: -1.3022 -1.0875 0.3612
N: 0.9602 -0.4857 0.3916
N: 1.9134 -0.4937 1.3734
H: 0.9995 -1.3246 -0.1746
H: 1.9223 0.4155 1.8219
H: 2.8445 -0.7881 1.0837
H: -2.7115 -0.6517 1.7744
H: -2.2108 0.7774 0.8553
H: -1.1186 0.0594 2.0866
H: -2.9096 -2.0096 -0.4585
H: -1.5867 -1.7448 -1.5964
H: -2.6462 -0.3807 -1.1606
C: 1.9976 0.9299 -1.3920
C: 0.7460 0.7636 -0.5098
O: 0.7602 1.8644 0.4327
O: -0.3621 0.5593 -1.1307
H: -0.1698 2.0914 0.5483
H: 2.8979 1.0178 -0.7792
H: 1.8818 1.8417 -1.9748
H: 2.0865 0.0806 -2.0696

*B*
Density functional theory data (the ωB97M-V functional and the def2-TZVPD basis) for a structure of composition C4H13N3O2.

* E_HOMO: -7.30 eV
* HOMO-LUMO gap: 8.25 eV

Cartesian coordinates (Å):
C: 0.4205 -0.1430 -0.5241
C: -0.6851 -0.5971 0.2903
C: 1.0628 -1.0841 -1.4980
C: -1.3767 0.3027 1.2605
N: -1.2967 1.7316 -1.6266
N: 1.1410 -0.8070 2.3032
N: 1.1347 0.9287 -0.1354
O: -1.2669 0.3336 -1.5061
O: 0.5398 -1.5779 1.2905
H: -1.1902 -1.4816 -0.0660
H: -0.9940 1.9608 -2.5724
H: -2.2676 2.0322 -1.5543
H: 1.0396 -1.3325 3.1699
H: 2.1312 -0.7224 2.0743
H: 0.7392 1.5658 0.5378
H: 1.8617 1.2740 -0.7410
H: 0.3188 -1.4033 -2.2260
H: 1.4267 -1.9596 -0.9641
H: 1.8781 -0.6022 -2.0390
H: -0.6922 0.5552 2.0739
H: -1.6826 1.2277 0.7670
H: -2.2420 -0.2016 1.6856

Top of the stability list: *A*, leading by 0.598 eV.

*A*
Density functional theory data (the ωB97M-V functional and the def2-TZVPD basis) for a structure of composition C26H36ClN3Sn.

* E_HOMO: 1.14 eV
* net charge: -2
* HOMO-LUMO gap: 2.53 eV

Cartesian coordinates (Å):
Sn: 1.3809 1.0416 -0.1011
Cl: 0.2016 2.6540 -1.4292
C: 1.2732 -0.4418 -1.8064
C: 0.4389 -1.5537 -1.7862
C: 0.2468 -2.2868 -2.9729
C: 0.8607 -1.8997 -4.1719
C: 1.7275 -0.8031 -4.1630
C: 1.8895 -0.0523 -2.9869
H: -0.1049 -1.8407 -0.8807
H: -0.4027 -3.1663 -2.9821
H: 2.2634 -0.5109 -5.0717
H: 2.4823 0.8632 -3.0424
C: 0.5557 -2.6155 -5.4538
H: 1.3669 -2.4427 -6.1703
H: -0.3875 -2.2375 -5.8766
H: 0.4521 -3.6884 -5.2582
C: -4.9099 0.0025 3.0694
N: -3.7905 0.4190 2.3738
H: -5.2940 -1.9259 4.0298
N: -3.4121 -1.5921 2.9981
H: -5.7733 0.6110 3.2433
C: -3.5613 1.7922 1.9162
C: -4.8687 2.5573 1.9661
C: -2.5285 2.4495 2.8201
H: -5.2553 2.6452 2.9894
H: -4.6873 3.5736 1.5992
H: -5.6290 2.1030 1.3180
H: -2.7951 2.7940 0.2020
H: -3.7468 1.3473 -0.1874
H: -1.5883 1.8849 2.8117
C: -3.0046 1.7591 0.5066
H: -2.9126 2.5391 3.8440
H: -2.3352 3.4607 2.4403
H: -2.0672 1.1938 0.4510
C: -4.6719 -1.2636 3.4624
C: -1.6226 -2.5029 4.3782
H: -2.0655 -2.1607 5.3221
H: -1.0552 -3.4201 4.5828
C: -2.7052 -2.8285 3.3580
H: -1.4332 -4.2628 2.4430
C: -3.6965 -3.8174 3.9443
H: -4.4902 -4.0674 3.2277
H: -0.9351 -1.7461 3.9813
H: -1.3616 -2.6546 1.6698
H: -4.1397 -3.4453 4.8777
H: -3.1637 -4.7452 4.1852
C: -2.0283 -3.3951 2.1256
H: -2.7691 -3.7493 1.3988
C: -2.8548 -0.5529 2.3339
C: 5.0879 -0.6678 -1.6569
C: 5.3743 0.7788 -1.8712
C: 6.5558 1.1258 -2.4967
C: 6.8599 2.4477 -2.8153
C: 5.9377 3.4517 -2.5056
C: 4.7391 3.1732 -1.8770
C: 3.7618 4.2662 -1.6157
C: 4.4237 1.8036 -1.4794
N: 3.3295 1.5428 -0.8346
H: 4.6112 -1.1093 -2.5466
H: 4.4249 -0.8075 -0.7990
H: 6.0347 -1.2108 -1.5208
H: 7.2624 0.3382 -2.7509
H: 7.7979 2.6842 -3.3163
H: 6.1671 4.4780 -2.7804
H: 4.1477 4.9901 -0.8865
H: 3.5712 4.8367 -2.5338
H: 2.8212 3.8570 -1.2425

*B*
Density functional theory data (the ωB97M-V functional and the def2-TZVPD basis) for a structure of composition C26H36ClN3Sn.

* E_HOMO: 1.18 eV
* net charge: -2
* HOMO-LUMO gap: 2.46 eV

Cartesian coordinates (Å):
Sn: 0.6429 -0.0055 -0.8602
Cl: 1.3825 -2.2302 -1.3677
C: -1.4697 -0.7272 -0.9069
C: -2.2502 -0.4789 -2.0284
C: -3.5353 -1.0333 -2.0999
C: -4.0241 -1.8478 -1.0735
C: -3.2359 -2.0532 0.0663
C: -1.9348 -1.5219 0.1273
H: -1.8791 0.1406 -2.8479
H: -4.1815 -0.8578 -2.9648
H: -3.6336 -2.6498 0.8909
H: -1.3196 -1.7430 1.0049
C: -5.3403 -2.5410 -1.2337
H: -5.7537 -2.8485 -0.2758
H: -5.2377 -3.4431 -1.8447
H: -6.0647 -1.9015 -1.7393
C: 2.2071 -0.0250 -8.1377
N: 2.0967 -0.2300 -6.7758
H: 1.2493 1.4755 -9.3912
N: 0.8411 1.4328 -7.2422
H: 2.8195 -0.6057 -8.8008
C: 2.8782 -1.1828 -5.9885
C: 3.6105 -2.1083 -6.9336
C: 3.9038 -0.4066 -5.1718
H: 4.3092 -1.5419 -7.5647
H: 4.1992 -2.8144 -6.3351
H: 2.9154 -2.6833 -7.5608
H: 2.5946 -2.6469 -4.4612
H: 1.2626 -2.5944 -5.6340
H: 3.4276 0.3182 -4.5027
C: 1.9648 -1.9724 -5.0609
H: 4.5982 0.1098 -5.8498
H: 4.4822 -1.1240 -4.5749
H: 1.4116 -1.3324 -4.3654
C: 1.4155 1.0247 -8.4328
C: 0.8201 3.6880 -6.3423
H: 1.6637 3.9988 -6.9739
H: 0.1824 4.5658 -6.1794
C: 0.0042 2.6246 -7.0658
H: -1.7982 3.2216 -6.0933
C: -0.3663 3.1485 -8.4364
H: -0.9379 2.4089 -9.0143
H: 1.1938 3.3294 -5.3772
H: -1.0064 1.8521 -5.2802
H: 0.5350 3.4439 -8.9918
H: -0.9870 4.0444 -8.3158
C: -1.2420 2.2872 -6.2573
H: -1.9059 1.6072 -6.8085
C: 1.2798 0.6799 -6.2153
C: -1.7594 1.2150 2.4427
C: -0.7313 0.4365 3.2131
C: -0.9050 0.3122 4.5838
C: -0.0393 -0.4755 5.3613
C: 1.0217 -1.1796 4.7701
C: 1.2508 -1.0890 3.4093
C: 2.3385 -1.9014 2.7875
C: 0.3837 -0.2521 2.5677
N: 0.6367 -0.2408 1.2970
H: -2.6592 0.6078 2.2564
H: -1.4180 1.5963 1.4800
H: -2.1014 2.0679 3.0463
H: -1.7500 0.8255 5.0594
H: -0.1935 -0.5535 6.4403
H: 1.6759 -1.8293 5.3568
H: 3.3193 -1.5714 3.1528
H: 2.2308 -2.9468 3.1030
H: 2.3071 -1.8418 1.6973

Top of the stability list: *A*, leading by 0.055 eV.

*A*
Density functional theory data (the ωB97M-V functional and the def2-TZVPD basis) for the ion C5H12N2 with charge +2.

* E_HOMO: -18.70 eV
* structure (SMILES): C=[NH+]C(=C)CC[NH3+]
* net charge: +2
* HOMO-LUMO gap: 10.12 eV

Cartesian coordinates (Å):
C: -1.6960 -0.6895 1.9363
N: -0.6591 0.0258 1.7029
C: 0.4456 -0.3612 0.8354
C: 1.6511 -0.5983 1.3306
C: 0.1292 -0.4401 -0.6361
C: 0.1745 0.9348 -1.3518
N: 0.0533 0.8718 -2.8678
H: -1.6380 -1.7216 1.6036
H: -2.5811 -0.2913 2.4086
H: -0.7284 0.9723 2.0767
H: 2.4922 -0.7262 0.6582
H: 1.9534 -0.5855 2.3737
H: -0.7948 -1.0143 -0.8349
H: 0.7462 -1.2208 -1.0839
H: 1.1555 1.3591 -1.1277
H: -0.6610 1.5060 -0.9523
H: 0.9601 0.8053 -3.3403
H: -0.2607 1.7971 -3.1695
H: -0.6196 0.1428 -3.1100

*B*
Density functional theory data (the ωB97M-V functional and the def2-TZVPD basis) for the ion C5H12N2 with charge +2.

* E_HOMO: -18.40 eV
* structure (SMILES): C=[NH+]C(=C)CC[NH3+]
* net charge: +2
* HOMO-LUMO gap: 9.46 eV

Cartesian coordinates (Å):
C: 0.5667 -2.0929 -2.4332
N: 1.0339 -1.1788 -1.5801
C: 0.3196 -0.9067 -0.2558
C: -0.1990 -2.0044 0.4091
C: 0.3766 0.5650 0.0580
C: -0.8110 1.0295 1.0605
N: -0.5555 2.5114 1.5966
H: -0.5437 -2.0877 -2.6193
H: 1.2299 -2.5896 -3.1440
H: 1.9489 -0.8416 -1.7014
H: -0.7142 -1.8501 1.3785
H: -0.0118 -3.0548 0.0758
H: 1.3374 0.9565 0.3860
H: 0.1539 1.1446 -0.7333
H: -1.7394 1.0782 0.4780
H: -0.9053 0.4997 1.9684
H: 0.4480 2.7449 1.7409
H: -0.8688 3.2072 0.8339
H: -1.0662 2.8696 2.4817

Top of the stability list: *A*, leading by 0.917 eV.

*A*
Density functional theory data (the ωB97M-V functional and the def2-TZVPD basis) for a cluster of 2 separate species, C3H4Cl2S in total.

* E_HOMO: -8.62 eV
* HOMO-LUMO gap: 7.42 eV

Cartesian coordinates (Å):
C: -1.4907 -0.2495 0.9287
C: -0.6900 -0.0717 -0.1391
C: 2.7398 -1.0041 0.0799
S: -0.7829 1.2163 -1.3109
Cl: 2.2814 0.7211 0.2235
Cl: 3.1204 -1.3515 -1.4875
H: -2.2322 0.5721 1.4018
H: -1.5188 -1.2183 1.3988
H: 0.1257 -0.7586 -0.4485
H: -1.5528 2.1442 -0.6466

*B*
Density functional theory data (the ωB97M-V functional and the def2-TZVPD basis) for a cluster of 2 separate species, C3H4Cl2S in total.

* E_HOMO: -9.18 eV
* HOMO-LUMO gap: 8.60 eV

Cartesian coordinates (Å):
C: -1.9923 0.3293 0.3312
C: -1.4996 -0.9097 0.2471
C: 1.9226 0.1825 0.3516
S: 3.6074 0.2267 0.2011
Cl: -1.9046 -2.1063 -0.7971
Cl: 1.1017 0.9510 -0.9218
H: -2.7710 0.8149 -0.3638
H: -1.5622 0.8806 1.1193
H: -0.5954 -1.1974 0.7650
H: 3.6933 0.8285 -0.9327

*C*
Density functional theory data (the ωB97M-V functional and the def2-TZVPD basis) for the molecule C3H4Cl2S.

* E_HOMO: -9.11 eV
* structure (SMILES): S=C(CCl)CCl
* HOMO-LUMO gap: 8.36 eV

Cartesian coordinates (Å):
S: 1.3992 1.7678 -0.6253
C: 0.4235 0.5119 -0.1791
C: -0.0692 -0.5526 -1.1837
Cl: -1.8033 -0.7142 -1.0568
C: -0.0680 0.3789 1.2577
Cl: 0.6331 -1.0646 1.8385
H: 0.2587 -0.3967 -2.1988
H: 0.2357 -1.4898 -0.9115
H: 0.1106 1.2433 1.9548
H: -1.1204 0.3161 1.1043

Top of the stability list: *C*, leading by 2.823 eV.

*A*
Density functional theory data (the ωB97M-V functional and the def2-TZVPD basis) for a cluster of 2 separate species, CH4NOP in total.

* E_HOMO (alpha / beta): -10.26 / -7.87 eV
* HOMO-LUMO gap (alpha / beta): 9.33 / 6.52 eV

Cartesian coordinates (Å):
C: 0.2491 -0.0548 1.0134
N: -0.5107 0.9667 0.7546
O: -0.1771 2.1158 0.4492
P: 0.3029 -0.2948 -1.6387
H: -0.2606 -0.9591 1.2879
H: 1.3143 0.0380 1.2019
H: -1.0847 -0.1410 -1.6905
H: 0.1669 -1.6708 -1.3777

*B*
Density functional theory data (the ωB97M-V functional and the def2-TZVPD basis) for a structure of composition CH4NOP.

* E_HOMO: -9.53 eV
* HOMO-LUMO gap: 10.22 eV

Cartesian coordinates (Å):
C: -1.1296 0.7286 -0.0433
N: -0.3738 -0.1821 0.0967
O: -1.7151 1.6769 -0.1278
P: -0.2118 -1.8271 -0.2411
H: 1.8563 2.4760 -0.3734
H: 1.5547 1.8076 -0.6793
H: 0.9433 -2.0562 0.5792
H: -0.9240 -2.6238 0.7889

Top of the stability list: *B*, leading by 3.680 eV.